No. 1
Here is a molecular structure, C41H35Cl2F5N6O9SSiZr from the Open Molecules 2025 dataset. Energies are from wB97M-V/def2-TZVPD.

The geometry in ORCA input format:
```
! wB97M-V def2-TZVPD RIJCOSX def2/J DEFGRID3
* xyz -2 1
Zr -19.357 -9.156 -9.268
C -24.067 -9.308 -9.090
Si -22.749 -8.315 -8.231
C -22.285 -9.262 -6.654
C -23.313 -6.670 -7.562
N -21.377 -8.187 -9.423
C -21.745 -7.663 -10.624
C -23.033 -7.024 -10.907
C -23.602 -7.038 -12.188
C -22.780 -7.373 -13.225
C -21.382 -7.634 -13.068
C -20.855 -7.638 -11.773
O -19.511 -7.619 -11.487
C -18.785 -6.616 -12.132
C -17.894 -7.038 -13.101
C -17.236 -6.102 -13.931
C -17.367 -4.751 -13.597
C -18.279 -4.337 -12.577
C -18.976 -5.293 -11.829
H -25.058 -9.136 -8.677
H -23.921 -10.370 -9.043
H -24.248 -9.072 -10.162
H -22.946 -8.889 -5.849
H -21.240 -9.143 -6.349
H -22.492 -10.298 -6.833
H -22.914 -6.565 -6.572
H -24.381 -6.600 -7.577
H -23.013 -5.865 -8.187
H -23.669 -6.624 -10.163
H -24.589 -6.632 -12.377
H -23.139 -7.505 -14.231
H -20.723 -7.538 -13.954
H -17.792 -8.085 -13.310
H -16.591 -6.443 -14.743
H -16.734 -3.984 -14.043
H -18.498 -3.237 -12.378
H -19.595 -4.958 -10.982
Cl -17.701 -15.131 -5.010
C -18.352 -13.930 -6.035
C -19.447 -14.130 -6.828
C -20.006 -13.092 -7.536
Cl -21.455 -13.346 -8.439
C -19.460 -11.814 -7.578
O -19.974 -10.861 -8.261
C -18.231 -11.652 -6.833
C -17.506 -10.427 -6.909
O -17.743 -9.597 -7.832
C -17.694 -12.704 -6.129
H -19.871 -15.129 -6.940
H -16.567 -10.259 -6.357
H -16.729 -12.553 -5.645
C -14.932 -4.737 -2.297
C -15.960 -5.623 -2.889
C -17.204 -5.823 -2.275
C -18.210 -6.630 -2.836
C -17.924 -7.248 -4.063
C -16.615 -7.167 -4.641
C -15.650 -6.299 -4.073
S -19.065 -8.291 -4.869
O -20.264 -8.336 -4.023
O -18.329 -9.518 -5.147
N -19.441 -7.747 -6.354
C -19.452 -6.338 -6.582
C -18.958 -6.051 -8.034
O -18.881 -4.867 -8.373
O -18.778 -7.123 -8.845
H -15.324 -3.673 -2.281
H -14.004 -4.692 -2.871
H -14.737 -5.039 -1.303
H -17.382 -5.365 -1.289
H -19.170 -6.834 -2.348
H -16.346 -7.793 -5.477
H -14.649 -6.236 -4.536
H -18.808 -5.799 -5.888
H -20.458 -5.943 -6.500
N -9.271 -5.431 -9.196
C -10.638 -5.364 -9.250
C -11.341 -6.017 -10.267
N -12.677 -5.943 -10.260
C -13.283 -5.315 -9.265
C -12.583 -4.696 -8.271
N -11.267 -4.803 -8.229
H -8.767 -5.309 -10.063
H -8.760 -5.018 -8.394
H -10.817 -6.604 -11.085
H -14.362 -5.255 -9.297
H -12.992 -4.095 -7.482
F -18.093 -10.120 -12.769
C -17.268 -10.357 -11.754
C -17.211 -9.581 -10.581
C -16.027 -9.565 -9.911
F -15.624 -8.675 -9.013
C -15.055 -10.601 -10.147
F -13.975 -10.606 -9.372
C -15.273 -11.581 -11.110
F -14.432 -12.655 -11.188
C -16.382 -11.478 -11.961
F -16.639 -12.273 -12.971
O -19.717 -10.587 -10.839
N -21.015 -11.001 -10.732
O -21.417 -11.658 -11.648
*
```

orbital gap: 5.99 eV
M: 1073.04 u
total energy: -129079.957 eV
LUMO level: 3.65 eV
HOMO level: -2.332 eV

These are the Mulliken partial charges, in e, on atoms 1 to 2: -0.474 -1.433

No. 2
Here is a molecular structure, C41H35ClCoN2Si2 from the Open Molecules 2025 dataset. Energies are from wB97M-V/def2-TZVPD.

The geometry in ORCA input format:
```
! wB97M-V def2-TZVPD RIJCOSX def2/J DEFGRID3
* xyz 0 4
C -1.128 -3.655 3.091
C -0.981 -3.371 1.691
C 0.108 -2.460 1.538
H -1.540 -3.827 0.879
C 0.631 -2.172 2.834
C -0.127 -2.911 3.796
H 0.052 -2.943 4.868
H -1.844 -4.343 3.532
H 0.510 -2.087 0.600
H 1.506 -1.555 3.028
Co -1.292 -1.744 2.741
Si -0.097 1.329 -0.557
C -1.022 0.264 -1.921
C -1.714 0.843 -2.993
H -1.813 1.926 -3.066
C -2.231 0.034 -4.010
H -2.765 0.482 -4.853
C -2.059 -1.356 -3.967
H -2.463 -1.989 -4.762
C -1.345 -1.938 -2.910
H -1.157 -3.020 -2.895
C -0.851 -1.120 -1.882
H -0.303 -1.545 -1.039
C 1.638 0.448 -0.051
C 2.335 -0.496 -0.903
H 1.881 -0.987 -1.783
C 3.501 -1.158 -0.380
H 3.981 -1.941 -0.975
C 3.972 -0.876 0.893
H 4.864 -1.377 1.271
C 3.288 0.022 1.722
H 3.647 0.188 2.743
C 2.139 0.672 1.258
H 1.562 1.296 1.942
H -0.732 0.410 0.460
Si 1.908 1.172 -2.133
C 3.508 2.059 -2.021
C 4.411 1.919 -3.082
H 4.032 1.759 -4.091
C 5.782 1.883 -2.805
H 6.481 1.627 -3.600
C 6.245 2.100 -1.503
H 7.304 1.977 -1.267
C 5.331 2.458 -0.505
H 5.679 2.638 0.508
C 3.969 2.524 -0.784
H 3.260 2.839 -0.024
C 1.441 1.161 -4.012
C 1.621 -0.091 -4.607
H 2.030 -0.912 -4.018
C 1.264 -0.321 -5.940
H 1.405 -1.317 -6.347
C 0.738 0.706 -6.721
H 0.468 0.525 -7.765
C 0.586 1.977 -6.153
H 0.185 2.792 -6.762
C 0.940 2.212 -4.812
H 0.803 3.207 -4.380
H 0.204 2.343 -1.539
Cl -0.627 3.005 0.659
C -0.959 1.292 5.701
C -0.572 0.353 4.739
N -1.497 -0.260 3.952
C -2.819 0.126 4.085
C -3.269 1.042 5.062
C -2.290 1.628 5.887
C -4.687 1.280 5.113
C -5.560 0.671 4.239
C -5.110 -0.239 3.222
C -5.912 -0.890 2.267
C -5.312 -1.741 1.352
C -3.938 -2.000 1.385
N -3.146 -1.417 2.321
C -3.721 -0.506 3.186
H -0.180 1.738 6.312
H 0.472 0.076 4.590
H -2.597 2.342 6.644
H -5.050 1.967 5.880
H -6.631 0.866 4.303
H -6.983 -0.699 2.261
H -5.902 -2.238 0.591
H -3.459 -2.672 0.674
*
```

orbital gap (alpha / beta): 4.08 / 5.94 eV
M: 706.30 u
energy above the lowest of the compared OMol25 structures with the same formula, charge and spin: 450.2 kJ/mol
total energy: -111964.392 eV
LUMO level (alpha / beta): -0.82 / -0.64 eV
HOMO level (alpha / beta): -4.892 / -6.584 eV

These are the Mulliken partial charges, in e, on atoms 1 to 2: -0.402 -1.874

No. 3
Here is a molecular structure, C41H35ClN2RuSi2 from the Open Molecules 2025 dataset. Energies are from wB97M-V/def2-TZVPD.

The geometry in ORCA input format:
```
! wB97M-V def2-TZVPD RIJCOSX def2/J DEFGRID3
* xyz 2 5
C 1.217 0.981 -2.460
C 0.876 -0.429 -2.557
C -0.567 -0.543 -2.650
H 1.583 -1.247 -2.589
C -1.117 0.783 -2.529
C -0.033 1.727 -2.408
H -0.140 2.809 -2.307
H 2.215 1.416 -2.390
H -1.130 -1.459 -2.791
H -2.169 1.021 -2.538
Ru 0.033 0.328 -0.727
Si -5.314 -3.171 -2.265
C -5.791 -4.837 -1.323
C -6.759 -5.051 -0.309
H -7.520 -4.302 -0.076
C -6.756 -6.236 0.454
H -7.369 -6.325 1.356
C -5.927 -7.308 0.101
H -5.811 -8.185 0.750
C -5.241 -7.231 -1.118
H -4.677 -8.101 -1.477
C -5.188 -6.013 -1.823
H -4.639 -5.990 -2.775
C -7.026 -2.445 -2.271
C -7.665 -2.796 -3.465
H -7.143 -3.460 -4.157
C -8.967 -2.358 -3.726
H -9.441 -2.697 -4.650
C -9.609 -1.500 -2.819
H -10.617 -1.136 -3.052
C -8.984 -1.181 -1.607
H -9.494 -0.527 -0.894
C -7.718 -1.712 -1.300
H -7.304 -1.551 -0.307
H -4.744 -3.675 -3.551
Si -3.871 -2.228 1.074
C -4.534 -1.301 -0.448
C -4.172 -1.660 -1.852
H -3.168 -2.121 -1.969
C -4.287 -0.540 -2.827
H -3.912 -0.704 -3.837
C -4.642 0.726 -2.458
H -4.584 1.565 -3.155
C -5.050 0.998 -1.149
H -5.321 2.014 -0.862
C -5.004 -0.019 -0.195
H -5.278 0.241 0.833
C -2.966 -3.771 0.479
C -1.893 -3.603 -0.404
H -1.666 -2.604 -0.778
C -1.056 -4.653 -0.793
H -0.238 -4.453 -1.486
C -1.229 -5.921 -0.233
H -0.513 -6.725 -0.434
C -2.332 -6.143 0.614
H -2.503 -7.146 1.047
C -3.194 -5.079 0.950
H -4.051 -5.264 1.604
H -4.523 -2.390 2.358
Cl -2.342 -0.910 1.613
C -0.971 3.458 2.204
C -0.841 2.701 1.034
N -0.084 1.590 1.011
C 0.631 1.254 2.109
C 0.529 1.951 3.340
C -0.291 3.083 3.352
C 1.198 1.368 4.457
C 1.808 0.137 4.392
C 1.860 -0.609 3.179
C 2.279 -1.945 3.069
C 2.243 -2.553 1.824
C 1.774 -1.861 0.702
N 1.230 -0.637 0.846
C 1.324 0.020 2.023
H -1.659 4.302 2.195
H -1.353 2.932 0.097
H -0.395 3.633 4.280
H 1.166 1.916 5.391
H 2.240 -0.300 5.290
H 2.588 -2.482 3.970
H 2.516 -3.596 1.707
H 1.758 -2.274 -0.314
*
```

orbital gap (alpha / beta): 6.29 / 3.72 eV
M: 748.44 u
energy above the lowest of the compared OMol25 structures with the same formula, charge and spin: 52.3 kJ/mol
total energy: -76908.857 eV
LUMO level (alpha / beta): -5.09 / -9.39 eV
HOMO level (alpha / beta): -11.385 / -13.119 eV

These are the Mulliken partial charges, in e, on atoms 1 to 2: -0.247 -1.313

No. 4
Here is a molecular structure, C41H35ClN2Si2Sr from the Open Molecules 2025 dataset. Energies are from wB97M-V/def2-TZVPD.

The geometry in ORCA input format:
```
! wB97M-V def2-TZVPD RIJCOSX def2/J DEFGRID3
* xyz 0 1
C -2.280 -1.353 0.614
C -2.863 -0.563 -0.421
C -2.656 -1.260 -1.658
H -3.399 0.387 -0.289
C -1.905 -2.450 -1.381
C -1.696 -2.508 0.029
H -1.213 -3.326 0.574
H -2.307 -1.135 1.684
H -2.935 -0.903 -2.652
H -1.581 -3.198 -2.112
Sr -0.322 -0.126 -1.801
Si -0.202 -0.393 -5.092
C -0.249 0.943 -6.507
C 0.747 0.984 -7.498
H 1.575 0.268 -7.492
C 0.721 1.955 -8.509
H 1.540 1.986 -9.234
C -0.301 2.907 -8.548
H -0.262 3.730 -9.273
C -1.350 2.802 -7.631
H -2.164 3.530 -7.659
C -1.336 1.819 -6.625
H -2.171 1.744 -5.915
C -0.156 -1.798 -6.367
C -0.960 -1.720 -7.536
H -1.815 -1.037 -7.567
C -0.615 -2.405 -8.708
H -1.162 -2.233 -9.642
C 0.477 -3.283 -8.706
H 0.798 -3.758 -9.635
C 1.140 -3.524 -7.506
H 1.959 -4.242 -7.490
C 0.793 -2.825 -6.337
H 1.307 -3.045 -5.405
H -1.388 -0.383 -4.202
Si 3.090 1.594 -5.077
C 2.760 -0.207 -4.635
C 1.386 -0.457 -4.039
H 1.191 0.457 -3.427
C 1.168 -1.737 -3.307
H 0.119 -2.106 -3.192
C 2.237 -2.568 -2.989
H 2.158 -3.423 -2.304
C 3.447 -2.382 -3.660
H 4.203 -3.168 -3.567
C 3.694 -1.237 -4.460
H 4.686 -1.088 -4.901
C 1.759 2.954 -4.764
C 1.078 3.229 -3.566
H 1.342 2.641 -2.687
C 0.137 4.258 -3.462
H -0.430 4.434 -2.551
C -0.073 5.127 -4.533
H -0.698 6.027 -4.457
C 0.603 4.856 -5.726
H 0.415 5.474 -6.594
C 1.540 3.834 -5.829
H 2.107 3.671 -6.743
H 4.266 2.083 -4.498
Cl 2.341 1.002 -1.545
C 2.548 -2.473 1.606
C 1.688 -2.136 0.544
N 1.019 -0.982 0.515
C 1.154 -0.075 1.502
C 2.069 -0.313 2.581
C 2.744 -1.548 2.615
C 2.253 0.704 3.557
C 1.574 1.898 3.496
C 0.628 2.175 2.462
C -0.078 3.390 2.327
C -0.935 3.594 1.256
C -1.088 2.569 0.302
N -0.441 1.398 0.414
C 0.401 1.182 1.452
H 3.017 -3.450 1.618
H 1.521 -2.818 -0.299
H 3.427 -1.749 3.438
H 2.959 0.504 4.363
H 1.746 2.677 4.242
H 0.090 4.180 3.057
H -1.502 4.517 1.138
H -1.733 2.682 -0.578
*
```

orbital gap (alpha / beta): 6.26 / 6.51 eV
M: 734.99 u
energy above the lowest of the compared OMol25 structures with the same formula, charge and spin: 246.3 kJ/mol
total energy: -75177.367 eV
LUMO level (alpha / beta): -0.78 / -0.57 eV
HOMO level (alpha / beta): -7.039 / -7.082 eV

These are the Mulliken partial charges, in e, on atoms 1 to 2: -0.208 -0.549